i:
Here is a 2-piece molecular cluster, C4H12 overall from OMol25. Energies are from ωB97M-V with the def2-TZVPD basis set.

Last column: Mulliken charge in e.
Atoms and positions in Å:
C -0.81845 -2.19893 -0.28844  -0.9099
C -1.50666 -1.07418 -1.08837  -0.3287
H -1.21118 -3.17083 -0.58357  0.3460
H 0.26496 -2.18978 -0.43812  0.2592
H -1.07797 -2.08666 0.76915  0.2569
H -2.56665 -1.21951 -1.10989  0.3126
H -1.10352 -1.06134 -2.10621  0.2532
H -1.15736 -0.12088 -0.67371  -0.1564
C 0.41093 1.53637 0.91114  -0.6566
C 1.86539 1.74289 0.49915  -0.8663
H 0.17975 0.49414 1.12109  0.1191
H 0.15049 2.18074 1.75092  0.3661
H -0.27282 1.78689 0.09212  0.1907
H 1.99084 2.39762 -0.36275  0.2592
H 2.38073 0.82442 0.20808  0.2775
H 2.47152 2.15904 1.29940  0.2774

As for the SMILES: CC.CC. The calculation puts the molecular weight at 60.1 g/mol. The spin multiplicity is 1. Its frontier orbital gap is 12.79 eV.

=====

ii:
Here is a 2-piece molecular cluster, C4H12 overall from OMol25. Energies are from ωB97M-V with the def2-TZVPD basis set.

Last column: Mulliken charge in e.
Atoms and positions in Å:
C 0.77305 1.64491 1.37627  -0.7748
C 1.64830 0.40837 1.43514  -0.7338
H -0.21835 1.43064 0.98197  0.1645
H 0.59272 2.04241 2.37153  0.3297
H 1.16584 2.46292 0.77841  0.2708
H 1.53729 -0.11464 2.38262  0.2738
H 2.71555 0.61907 1.38054  0.2837
H 1.45462 -0.33085 0.65966  0.1908
C -1.22642 -1.76329 -1.60102  -0.9290
C -1.21317 -0.28903 -1.19099  -0.6811
H -0.62157 -2.35707 -0.90453  0.2916
H -2.26526 -2.10213 -1.60095  0.2760
H -0.84740 -1.90955 -2.61725  0.2867
H -1.65090 -0.20208 -0.20288  0.2424
H -0.18287 0.07927 -1.16490  0.1776
H -1.72995 0.27370 -1.96395  0.3310

As for the SMILES: CC.CC. The calculation puts the molecular weight at 60.1 g/mol. The spin multiplicity is 1. Its frontier orbital gap is 12.98 eV.

=====

iii:
Here is a 2-piece molecular cluster, C4H12 overall from OMol25. Energies are from ωB97M-V with the def2-TZVPD basis set.

Last column: Mulliken charge in e.
Atoms and positions in Å:
C -0.78002 1.92371 0.01273  -0.4448
C -2.14011 1.80724 -0.67402  -0.8718
H -0.35577 2.89727 -0.23619  0.2939
H -0.79662 1.78007 1.08771  0.2996
H -0.07856 1.19889 -0.38452  -0.0810
H -2.92499 1.42251 -0.01235  0.2538
H -2.08480 1.15754 -1.54628  0.2897
H -2.53486 2.78738 -0.95126  0.2701
C 1.32567 -2.54500 -0.01605  -0.8657
C 1.58478 -1.19095 0.66712  -0.6036
H 0.87572 -2.43227 -1.00540  0.2833
H 2.23124 -3.12539 -0.17380  0.2679
H 0.62035 -3.18977 0.51795  0.2573
H 1.38000 -0.39878 -0.04108  0.0492
H 0.90136 -1.06778 1.49681  0.2535
H 2.59992 -1.10069 1.04286  0.3486

As for the SMILES: CC.CC. The calculation puts the molecular weight at 60.1 g/mol. The spin multiplicity is 1. Its frontier orbital gap is 12.83 eV.

=====

iv:
Here is a 2-piece molecular cluster, C4H12 overall from OMol25. Energies are from ωB97M-V with the def2-TZVPD basis set.

Last column: Mulliken charge in e.
Atoms and positions in Å:
C -0.59395 2.53048 0.77189  -0.8937
C -0.80671 1.66457 -0.51015  -0.5803
H -0.19130 2.04588 1.61956  0.2906
H 0.08763 3.20941 0.35685  0.2580
H -1.42838 3.01508 1.27087  0.3229
H -0.97596 0.64221 -0.13919  0.0074
H -1.65623 2.02014 -1.14778  0.3196
H 0.08431 1.87027 -1.12750  0.2626
C 0.60633 -1.65383 0.35871  -0.9705
C 0.70917 -2.77630 -0.66721  -0.6548
H 0.91999 -2.08176 1.29655  0.3554
H 1.28650 -0.77860 0.45884  0.3445
H -0.20087 -0.94802 0.50756  0.2474
H 0.55348 -2.12946 -1.68589  0.1638
H -0.15083 -3.49040 -0.60295  0.2632
H 1.75683 -3.13967 -0.76017  0.2638

As for the SMILES: CC.CC. The calculation puts the molecular weight at 60.1 g/mol. The spin multiplicity is 1. Its frontier orbital gap is 11.94 eV.

=====

Stability verdict: ii, ahead by 0.084 eV

=====

i:
Here is a 2-piece molecular cluster, C4H12 overall from OMol25. Energies are from ωB97M-V with the def2-TZVPD basis set.

Last column: Mulliken charge in e.
Atoms and positions in Å:
C -1.55346 0.44816 1.53049  -0.7070
C -1.95282 -1.03520 1.59630  -0.8450
H -0.86008 0.67672 2.33878  0.2726
H -1.25843 0.68315 0.51202  0.1316
H -2.36125 1.13842 1.78957  0.3290
H -2.02702 -1.45702 0.59261  0.2712
H -2.93658 -1.18210 2.03321  0.2810
H -1.18550 -1.62331 2.09388  0.2650
C 1.58026 0.09097 -2.26361  -0.8499
C 1.91256 0.49574 -0.84164  -0.8100
H 1.61746 -0.98117 -2.47621  0.2807
H 0.57625 0.39657 -2.55869  0.2570
H 2.24368 0.49038 -3.02590  0.2919
H 1.97329 -0.33643 -0.13851  0.2685
H 1.32100 1.32308 -0.46979  0.2278
H 2.96070 0.81668 -0.76352  0.3357

As for the SMILES: CC.CC. The calculation puts the molecular weight at 60.1 g/mol. The spin multiplicity is 1. Its frontier orbital gap is 12.64 eV.

=====

ii:
Here is a 2-piece molecular cluster, C4H12 overall from OMol25. Energies are from ωB97M-V with the def2-TZVPD basis set.

Last column: Mulliken charge in e.
Atoms and positions in Å:
C 0.26800 -1.95792 -0.22659  -0.8267
C -1.03905 -2.19981 0.57599  -0.8129
H 1.11753 -1.51604 0.27848  0.2511
H 0.66558 -2.92371 -0.56302  0.3455
H 0.03096 -1.42555 -1.14388  0.2329
H -1.86704 -1.70717 0.08157  0.2669
H -1.22993 -3.26081 0.60254  0.2938
H -0.90425 -1.90775 1.61571  0.2483
C 0.86064 1.70018 0.31160  -0.4800
C -0.10352 2.47772 -0.58896  -0.9416
H 1.84679 2.08868 0.41244  0.3710
H 0.39549 1.57112 1.28623  0.2467
H 1.03513 0.73844 -0.17585  -0.0658
H -0.95354 2.89692 -0.05509  0.2819
H -0.46849 2.01308 -1.50117  0.2968
H 0.34570 3.41261 -0.91001  0.2921

As for the SMILES: CC.CC. The calculation puts the molecular weight at 60.1 g/mol. The spin multiplicity is 1. Its frontier orbital gap is 12.63 eV.

=====

iii:
Here is a 2-piece molecular cluster, C4H12 overall from OMol25. Energies are from ωB97M-V with the def2-TZVPD basis set.

Last column: Mulliken charge in e.
Atoms and positions in Å:
C 1.92610 0.89455 -0.61035  -0.7180
C 2.43955 0.11117 0.59262  -0.7864
H 1.29580 1.76503 -0.41584  0.2789
H 2.72303 1.17402 -1.29069  0.3117
H 1.23167 0.27031 -1.18687  0.1272
H 1.68251 0.01753 1.38081  0.2307
H 3.35938 0.52569 0.98927  0.2896
H 2.55811 -0.92986 0.31222  0.2656
C -2.15571 -0.33471 -0.74458  -0.6456
C -2.10427 -0.64801 0.75979  -0.8586
H -1.16343 -0.37362 -1.19135  0.1200
H -2.83122 -1.05406 -1.20000  0.2959
H -2.49829 0.69139 -0.87969  0.2536
H -3.06224 -0.32516 1.20154  0.2878
H -1.37751 -0.07465 1.32389  0.2609
H -2.02346 -1.70964 0.95923  0.2867

As for the SMILES: CC.CC. The calculation puts the molecular weight at 60.1 g/mol. The spin multiplicity is 1. Its frontier orbital gap is 12.79 eV.

=====

iv:
Here is a 2-piece molecular cluster, C4H12 overall from OMol25. Energies are from ωB97M-V with the def2-TZVPD basis set.

Last column: Mulliken charge in e.
Atoms and positions in Å:
C -0.45505 1.54927 -1.13854  -0.3248
C 0.29797 1.54369 -2.47003  -0.9068
H 0.03071 0.92559 -0.39830  -0.1659
H -0.43251 2.56601 -0.74924  0.2934
H -1.49520 1.23458 -1.20480  0.3054
H -0.06193 2.45425 -2.97397  0.2804
H 1.36725 1.70749 -2.36852  0.2893
H 0.01304 0.80033 -3.21049  0.3048
C 0.19226 -1.83755 2.51491  -0.9654
C -0.03226 -1.35043 1.09983  -0.7423
H 1.24767 -1.78695 2.79173  0.2854
H -0.39313 -1.28063 3.24861  0.2895
H -0.07781 -2.88152 2.69065  0.2915
H -1.06823 -1.51547 0.81015  0.3117
H 0.62932 -1.82349 0.36901  0.3153
H 0.23788 -0.30518 0.98900  0.1385

As for the SMILES: CC.CC. The calculation puts the molecular weight at 60.1 g/mol. The spin multiplicity is 1. Its frontier orbital gap is 12.47 eV.

=====

Stability verdict: iii, ahead by 0.089 eV

=====

i:
Here is a 2-piece molecular cluster, C4H12 overall from OMol25. Energies are from ωB97M-V with the def2-TZVPD basis set.

Last column: Mulliken charge in e.
Atoms and positions in Å:
C -1.88362 0.21112 0.82934  -0.7182
C -1.19971 -0.82343 1.76922  -0.7636
H -1.41775 0.30041 -0.14882  0.1358
H -2.89691 -0.09837 0.58927  0.3126
H -1.93437 1.16611 1.34341  0.2460
H -0.48957 -1.37645 1.16055  0.2134
H -1.89588 -1.47937 2.27330  0.3220
H -0.61000 -0.27550 2.50124  0.2443
C 1.61361 -0.18754 -1.87705  -0.8759
C 1.47337 0.78206 -0.75337  -0.7429
H 0.69027 -0.58473 -2.30910  0.2848
H 2.17153 0.23674 -2.70649  0.3061
H 2.09999 -1.12256 -1.57433  0.2626
H 1.63066 0.38905 0.25547  0.2460
H 0.48124 1.23468 -0.67417  0.1706
H 2.16716 1.62779 -0.67849  0.3565

As for the SMILES: CC.CC. The calculation puts the molecular weight at 60.1 g/mol. The spin multiplicity is 1. Its frontier orbital gap is 12.71 eV.

=====

ii:
Here is a 2-piece molecular cluster, C4H12 overall from OMol25. Energies are from ωB97M-V with the def2-TZVPD basis set.

Last column: Mulliken charge in e.
Atoms and positions in Å:
C 0.48599 -1.34424 -1.08786  -0.4813
C -0.97986 -1.54536 -1.57457  -0.9307
H 1.10846 -1.53746 -1.99148  0.2745
H 0.62600 -0.32447 -0.77999  -0.0501
H 0.91742 -1.93913 -0.26217  0.2989
H -1.78660 -1.44276 -0.76721  0.2568
H -1.09114 -2.58802 -1.80117  0.3224
H -1.46995 -0.84614 -2.32010  0.2791
C -0.39135 1.72503 1.27762  -0.8291
C 0.99577 1.23457 1.39770  -0.8285
H -0.73511 2.20861 2.27950  0.2573
H -0.61530 2.25015 0.35315  0.3016
H -1.27612 1.07765 1.03415  0.2689
H 1.53499 1.92235 1.86043  0.3955
H 1.70287 0.95210 0.49671  0.2553
H 0.97394 0.19711 1.88528  0.2094

As for the SMILES: CC.CC. The calculation puts the molecular weight at 60.1 g/mol. The spin multiplicity is 1. Its frontier orbital gap is 12.03 eV.

=====

iii:
Here is a 2-piece molecular cluster, C4H12 overall from OMol25. Energies are from ωB97M-V with the def2-TZVPD basis set.

Last column: Mulliken charge in e.
Atoms and positions in Å:
C 2.52285 -0.35969 -0.43816  -0.7791
C 1.89991 -0.11446 0.88609  -0.5952
H 2.91353 0.48331 -0.98917  0.3226
H 3.22256 -1.25104 -0.22768  0.2304
H 1.78165 -0.89415 -0.92990  0.2591
H 2.22875 -0.86546 1.65818  0.2741
H 0.77907 0.19284 0.83670  0.0013
H 2.33535 0.79673 1.22961  0.2816
C -2.39947 0.96788 -0.03592  -1.0112
C -1.97206 -0.45673 -0.43512  -0.5150
H -3.42220 0.97476 0.02730  0.3855
H -1.93646 1.22188 0.83982  0.3466
H -2.29618 1.66623 -0.88977  0.2595
H -0.94554 -0.71744 -0.17920  0.0799
H -2.24597 -0.64745 -1.45851  0.2723
H -2.72192 -1.18222 0.22130  0.1875

As for the SMILES: CC.CC. The calculation puts the molecular weight at 60.1 g/mol. The spin multiplicity is 1. Its frontier orbital gap is 12.37 eV.

=====

iv:
Here is a 2-piece molecular cluster, C4H12 overall from OMol25. Energies are from ωB97M-V with the def2-TZVPD basis set.

Last column: Mulliken charge in e.
Atoms and positions in Å:
C 1.98579 0.69074 0.46846  -0.6200
C 2.62703 -0.12656 -0.63444  -0.8568
H 0.89528 0.71768 0.42120  0.0173
H 2.34769 0.43108 1.46594  0.2848
H 2.18507 1.77197 0.44681  0.2977
H 2.56858 -1.18736 -0.36409  0.2474
H 2.14041 -0.02840 -1.60087  0.2894
H 3.70172 0.05843 -0.61551  0.3251
C -1.72439 -0.66404 0.29731  -0.7563
C -2.91329 0.10433 -0.17599  -0.8437
H -1.14832 -0.13415 1.05918  0.2168
H -1.97737 -1.65513 0.68258  0.3377
H -0.98781 -0.86450 -0.48418  0.2407
H -3.44135 -0.44766 -0.94811  0.2724
H -2.63781 1.04850 -0.65115  0.2758
H -3.62122 0.28507 0.63286  0.2717

As for the SMILES: CC.CC. The calculation puts the molecular weight at 60.1 g/mol. The spin multiplicity is 1. Its frontier orbital gap is 12.51 eV.

=====

Stability verdict: iv, ahead by 0.212 eV